{"formula": "C3H7N3O2", "method": "wB97M-V/def2-TZVPD", "elements": ["H", "N", "C", "C", "O", "O", "N", "C", "N", "H", "H", "H", "H", "H", "H"], "xyz": [[2.645, 0.783, 0.133], [1.674, 1.076, 0.095], [0.819, 0.147, 0.099], [1.039, -1.306, -0.245], [1.645, -1.620, -1.238], [0.552, -2.189, 0.636], [-0.541, 0.438, -0.283], [-1.602, 0.032, 0.613], [-0.763, 1.709, -0.827], [0.797, -3.090, 0.372], [-2.547, 0.063, 0.078], [-1.413, -0.986, 0.947], [-1.655, 0.706, 1.470], [-0.194, 1.794, -1.666], [-0.458, 2.442, -0.182]], "forces_ev_per_angstrom": [[-0.08, -0.33, -0.01], [-0.03, -0.05, 0.52], [-1.29, 0.66, -1.83], [1.33, -0.63, 0.04], [-0.33, 0.07, 0.45], [-0.17, 0.00, 0.36], [0.99, -0.09, 0.34], [-0.06, -0.17, -0.07], [-0.20, 0.44, 0.08], [-0.01, 0.18, -0.25], [0.00, 0.03, -0.03], [-0.07, 0.11, 0.12], [-0.10, -0.01, 0.20], [-0.07, -0.03, 0.21], [0.08, -0.18, -0.11]], "e_lumo_ev": 0.573, "smiles": "[H]/N=C(\\C(=O)O)N(C)N", "homo_ha": -0.33701, "energy_ha": -433.21981, "spin_multiplicity": 1, "gap_ev": 9.744, "relative_energy_kcal_mol": 64.6}

=====

{"formula": "C5H9NO", "method": "wB97M-V/def2-TZVPD", "elements": ["C", "C", "C", "N", "C", "C", "O", "H", "H", "H", "H", "H", "H", "H", "H", "H"], "xyz": [[2.116, -0.382, 0.394], [1.072, 0.513, -0.251], [-0.021, -0.180, -1.108], [-1.006, 0.292, -0.136], [-2.349, -0.143, 0.161], [-0.084, 0.859, 0.699], [-0.184, 1.341, 1.803], [1.639, -1.254, 0.858], [2.640, 0.163, 1.186], [2.851, -0.739, -0.333], [1.520, 1.387, -0.733], [-0.169, 0.208, -2.121], [0.069, -1.273, -1.140], [-2.395, -0.494, 1.197], [-3.074, 0.666, 0.034], [-2.625, -0.963, -0.508]], "forces_ev_per_angstrom": [[0.04, -0.05, 0.06], [0.10, 0.07, -0.04], [0.04, -0.12, -0.19], [0.01, 0.05, 0.19], [-0.12, -0.04, -0.03], [-0.04, 0.04, 0.25], [-0.01, -0.11, -0.35], [0.07, 0.11, -0.08], [-0.05, -0.07, -0.14], [-0.08, 0.06, 0.08], [-0.07, -0.11, 0.09], [0.03, -0.04, 0.14], [0.01, 0.12, 0.01], [-0.06, 0.04, -0.10], [0.04, -0.06, 0.01], [0.08, 0.12, 0.11]], "e_lumo_ev": 0.913, "smiles": "C[C@H]1CN(C)C1=O", "homo_ha": -0.34355, "energy_ha": -325.90231, "spin_multiplicity": 1, "gap_ev": 10.261, "relative_energy_kcal_mol": 22.1}

=====

{"formula": "CH3O2P", "method": "wB97M-V/def2-TZVPD", "elements": ["C", "O", "O", "P", "H", "H", "H"], "xyz": [[-0.919, -0.315, 0.304], [2.472, 0.699, -1.107], [0.214, -0.150, -0.492], [1.607, 0.812, 0.039], [-1.306, -1.307, 0.039], [-1.643, 0.400, -0.094], [-0.426, -0.139, 1.310]], "forces_ev_per_angstrom": [[0.85, 0.63, 0.53], [3.25, 0.10, -3.11], [2.47, 0.66, -1.01], [-4.19, -0.97, 2.06], [0.21, -0.01, 0.83], [-0.27, 0.23, 1.02], [-2.32, -0.64, -0.32]], "e_lumo_ev": [0.967, -3.824], "s_squared": 2.01, "homo_ha": [-0.26299, -0.40821], "energy_ha": -531.60062, "spin_multiplicity": 3, "gap_ev": [8.124, 7.284], "relative_energy_kcal_mol": 0.0}

=====

{"formula": "C4H7N3O", "method": "wB97M-V/def2-TZVPD", "elements": ["H", "N", "C", "C", "O", "N", "H", "H", "H", "C", "C", "N", "H", "H", "H"], "xyz": [[0.793, -2.071, -0.415], [1.713, -1.938, 0.017], [2.049, -0.726, -0.008], [1.254, 0.402, -0.570], [-0.229, -0.238, -1.029], [1.753, 1.378, -1.146], [1.154, 2.122, -1.484], [2.989, -0.408, 0.440], [-0.556, 0.271, -1.784], [-2.274, 0.029, 0.961], [-0.904, 0.509, 0.840], [0.113, 0.969, 1.205], [-2.947, 0.646, 0.371], [-2.341, -0.995, 0.590], [-2.566, 0.050, 2.013]], "forces_ev_per_angstrom": [[0.14, 0.16, 0.05], [-0.04, -0.08, -0.15], [-0.29, 0.04, 0.60], [-1.65, -1.54, -3.13], [2.20, 0.70, 0.04], [-0.07, 0.28, 1.06], [-0.15, -0.28, -0.34], [0.03, 0.02, -0.13], [0.42, 0.04, -0.02], [-0.16, -0.42, -0.50], [1.68, 1.38, 2.73], [-2.10, -0.53, -0.13], [-0.08, 0.04, 0.02], [-0.01, 0.09, 0.05], [0.08, 0.09, -0.16]], "e_lumo_ev": 0.291, "smiles": "[H]/N=C\\C(O)=N\\[H].CC#N", "homo_ha": -0.36877, "energy_ha": -396.01147, "spin_multiplicity": 1, "gap_ev": 10.325, "relative_energy_kcal_mol": 85.9}

=====

{"formula": "C3H6IN2O", "method": "wB97M-V/def2-TZVPD", "elements": ["C", "N", "C", "N", "O", "C", "I", "H", "H", "H", "H", "H", "H"], "xyz": [[1.170, -0.161, 0.449], [-0.210, -0.234, 0.039], [-1.117, 0.687, -0.158], [-2.306, 0.266, -0.556], [-2.108, -1.079, -0.848], [-0.710, -1.560, -0.141], [-1.008, -2.656, 1.652], [1.544, 0.902, 0.484], [1.432, -0.678, 1.510], [1.652, -0.572, -0.358], [-0.791, 1.698, -0.260], [-3.302, 0.461, -0.400], [-0.339, -2.195, -1.035]], "forces_ev_per_angstrom": [[0.87, 2.03, 3.25], [-0.34, -0.95, 0.27], [-0.26, 1.12, -0.36], [1.51, -1.75, 0.06], [0.98, -1.89, 1.07], [-3.50, -0.03, -2.70], [0.08, 0.12, -0.35], [-0.71, -0.99, 0.18], [-1.02, 1.07, -2.71], [1.87, -1.44, -1.43], [-0.24, 0.83, 0.84], [0.85, 0.70, 0.04], [-0.08, 1.19, 1.83]], "e_lumo_ev": -4.413, "smiles": "CN1C=[NH+]O[C@@H]1I", "homo_ha": -0.51137, "energy_ha": -599.97700, "charge": 1, "spin_multiplicity": 1, "gap_ev": 9.501, "relative_energy_kcal_mol": 80.8}

=====

{"formula": "C7H80BBr2F9O36PS", "method": "wB97M-V/def2-TZVPD", "elements": ["C", "C", "Br", "C", "Br", "P", "C", "C", "C", "F", "F", "C", "F", "F", "S", "F", "F", "F", "F", "F", "B", "O", "O", "H", "H", "H", "H", "H", "H", "H", "H", "H", "H", "H", "H", "O", "H", "H", "O", "H", "H", "O", "H", "H", "O", "H", "H", "O", "H", "H", "O", "H", "H", "O", "H", "H", "O", "H", "H", "O", "H", "H", "O", "H", "H", "O", "H", "H", "O", "H", "H", "O", "H", "H", "O", "H", "H", "O", "H", "H", "O", "H", "H", "O", "H", "H", "O", "H", "H", "O", "H", "H", "O", "H", "H", "O", "H", "H", "O", "H", "H", "O", "H", "H", "O", "H", "H", "O", "H", "H", "O", "H", "H", "O", "H", "H", "O", "H", "H", "O", "H", "H", "O", "H", "H", "O", "H", "H", "O", "H", "H", "O", "H", "H", "O", "H", "H"], "xyz": [[4.705, -0.010, 1.977], [3.538, -0.843, 2.580], [4.084, -2.750, 2.501], [2.232, -0.694, 1.739], [2.334, -1.668, 0.046], [0.701, -1.097, 2.697], [-0.473, -2.266, 1.833], [-1.857, -1.656, 1.508], [-1.976, -0.840, 0.213], [-0.976, -1.196, -0.606], [-3.071, -1.186, -0.446], [-1.826, 0.690, 0.301], [-0.592, 1.018, 0.628], [-1.975, 1.164, -0.934], [-2.973, 1.626, 1.448], [-3.874, 2.112, 0.203], [-2.080, 2.946, 1.203], [-2.144, 1.266, 2.740], [-3.988, 0.434, 1.636], [-3.938, 2.524, 2.370], [0.981, -1.768, 4.506], [2.135, -2.336, 4.954], [-0.093, -1.676, 5.377], [4.591, 0.155, 0.915], [5.638, -0.534, 2.203], [4.735, 0.921, 2.550], [3.432, -0.520, 3.614], [2.175, 0.366, 1.467], [-0.013, 0.112, 2.878], [-0.668, -3.042, 2.584], [0.004, -2.796, 1.004], [-2.545, -2.497, 1.394], [-2.203, -1.133, 2.402], [2.244, -2.077, 5.878], [-0.892, -1.493, 4.873], [5.448, -1.520, -0.731], [5.300, -2.325, -0.224], [5.460, -1.824, -1.643], [-5.096, 1.180, -2.218], [-5.953, 1.625, -2.173], [-4.642, 1.461, -1.417], [-2.109, 5.743, 2.868], [-2.270, 4.924, 3.346], [-2.061, 5.477, 1.939], [-7.264, -0.686, -3.170], [-7.245, -1.078, -4.051], [-6.342, -0.460, -2.992], [0.307, 2.936, 3.274], [-0.363, 3.567, 3.550], [0.076, 2.715, 2.367], [3.861, 2.486, 0.537], [3.074, 2.937, 0.864], [4.310, 3.162, 0.017], [6.071, 3.327, 2.411], [5.368, 3.959, 2.587], [5.911, 3.046, 1.508], [7.199, -3.539, -1.095], [7.781, -4.048, -1.668], [7.689, -2.731, -0.907], [0.440, 2.734, -2.191], [0.071, 2.972, -3.051], [-0.322, 2.465, -1.675], [7.611, -1.010, 3.029], [8.221, -0.268, 2.973], [7.947, -1.540, 3.759], [2.731, 1.005, -3.695], [1.913, 1.357, -3.328], [2.792, 1.405, -4.573], [2.960, -5.604, 2.237], [3.103, -5.219, 3.107], [3.485, -6.413, 2.244], [-2.818, 3.625, -2.415], [-2.329, 2.950, -1.941], [-3.717, 3.280, -2.453], [-8.706, -2.994, -1.936], [-9.471, -2.597, -1.510], [-8.311, -2.270, -2.441], [-4.800, 7.654, 3.602], [-5.033, 6.855, 4.088], [-3.984, 7.421, 3.140], [3.530, 0.430, -6.409], [3.303, -0.173, -5.691], [4.469, 0.283, -6.557], [-0.568, -4.414, -0.520], [-0.696, -5.219, -0.003], [-0.566, -4.726, -1.431], [2.203, -3.767, -2.127], [1.798, -3.544, -2.974], [1.460, -4.003, -1.555], [-6.842, 9.218, 1.797], [-6.332, 8.528, 2.242], [-7.743, 8.881, 1.797], [5.680, -2.261, -3.898], [5.040, -1.582, -3.653], [5.407, -2.526, -4.783], [-7.528, 2.718, -4.161], [-7.697, 1.896, -3.684], [-6.706, 2.553, -4.632], [8.550, -2.775, -5.473], [7.765, -2.390, -5.066], [8.577, -2.389, -6.354], [1.173, -3.969, -4.961], [1.048, -4.785, -4.460], [1.204, -4.268, -5.876], [4.400, -8.370, 2.240], [4.080, -9.121, 2.751], [5.248, -8.662, 1.889], [-1.688, -3.928, -4.546], [-2.144, -3.322, -3.955], [-0.771, -3.618, -4.562], [-0.841, 6.520, -0.158], [-1.485, 7.194, 0.086], [-1.084, 6.281, -1.059], [1.414, -8.391, 0.860], [1.495, -8.860, 0.024], [2.326, -8.252, 1.140], [-6.968, 5.622, 3.793], [-7.658, 6.242, 4.051], [-7.191, 5.384, 2.885], [-5.130, 5.177, 1.442], [-4.921, 5.508, 2.324], [-4.558, 4.415, 1.338], [4.592, -5.792, -2.285], [3.769, -5.289, -2.269], [5.074, -5.474, -1.516], [-8.198, 10.961, -0.685], [-7.566, 11.682, -0.746], [-7.828, 10.382, -0.011], [-6.322, 1.931, 4.574], [-5.686, 1.494, 4.001], [-5.893, 2.756, 4.823], [10.239, -5.364, -5.744], [9.603, -4.678, -5.508], [9.979, -5.638, -6.627], [-4.448, -1.948, 3.337], [-4.834, -1.728, 2.483], [-5.196, -2.229, 3.876]], "forces_ev_per_angstrom": [[-0.41, -0.45, 1.07], [0.91, -0.27, -1.34], [-0.21, 0.49, 0.58], [0.66, 0.22, 0.16], [-0.49, 0.57, 0.35], [0.11, -0.59, -1.18], [-0.19, 0.23, 0.61], [0.26, -0.25, 0.47], [1.00, -1.31, 0.93], [0.95, 0.06, -0.45], [-1.43, 0.49, -0.10], [-0.27, -0.17, -0.69], [0.98, -0.15, 1.00], [-0.60, 0.19, -0.48], [-1.97, 2.47, -0.25], [0.21, -0.20, 0.24], [0.05, -0.53, 0.31], [-0.04, -0.40, -0.34], [0.68, -0.32, 0.22], [0.67, -0.53, -0.15], [-0.09, -0.91, 1.84], [-0.59, 1.36, -0.60], [0.71, 0.05, -1.48], [0.08, -0.01, -0.09], [-0.20, 0.20, -0.24], [0.00, 0.18, -0.43], [-0.36, -0.48, 0.06], [-0.18, -0.12, 0.01], [0.26, -0.31, 0.05], [0.04, 0.09, -0.07], [0.08, 0.41, -0.03], [0.03, 0.09, -0.13], [-0.22, 0.13, -0.32], [0.11, -0.59, 0.34], [-0.44, 0.24, 0.52], [-0.22, 0.42, 0.02], [0.14, -0.07, -0.01], [0.24, -0.27, 0.04], [-0.10, 0.15, -0.05], [0.03, 0.06, -0.06], [-0.13, -0.21, -0.06], [-0.11, -0.18, -0.13], [-0.13, 0.04, 0.12], [0.16, 0.21, -0.05], [0.11, 0.09, -0.24], [-0.08, 0.07, -0.05], [0.04, -0.05, 0.18], [0.05, -0.43, -0.04], [0.11, 0.20, 0.04], [0.01, 0.23, -0.08], [-0.14, 0.25, -0.04], [0.02, 0.09, -0.01], [-0.14, -0.08, -0.25], [0.16, 0.10, 0.16], [0.00, 0.03, 0.06], [-0.06, -0.19, 0.00], [0.23, -0.31, -0.07], [-0.05, -0.04, -0.01], [-0.12, 0.07, 0.05], [0.08, -0.10, -0.21], [-0.02, 0.16, 0.04], [0.06, -0.05, 0.03], [0.13, -0.01, 0.11], [-0.03, 0.04, -0.04], [-0.01, -0.06, -0.02], [-0.12, -0.03, -0.23], [0.02, 0.02, 0.29], [0.16, 0.03, 0.02], [-0.04, -0.03, 0.02], [-0.01, -0.02, 0.03], [0.07, -0.18, -0.01], [0.08, 0.07, 0.11], [-0.13, 0.07, -0.06], [-0.05, 0.02, -0.21], [0.03, 0.03, -0.04], [-0.05, -0.04, 0.00], [0.06, 0.04, 0.19], [0.17, -0.19, -0.26], [-0.28, 0.09, 0.07], [0.11, 0.16, 0.12], [0.01, -0.13, 0.11], [-0.07, -0.02, -0.03], [0.02, 0.12, -0.08], [0.08, -0.04, -0.05], [0.14, -0.04, 0.02], [-0.26, 0.00, -0.05], [-0.26, -0.13, 0.00], [0.23, 0.19, -0.13], [0.13, -0.01, 0.20], [-0.23, -0.12, -0.10], [0.27, 0.07, 0.12], [-0.04, 0.04, 0.04], [-0.04, 0.27, -0.17], [0.03, 0.07, -0.07], [-0.09, -0.23, 0.07], [0.23, -0.14, 0.31], [-0.21, -0.08, -0.19], [-0.04, 0.05, -0.11], [-0.17, 0.02, -0.11], [0.03, -0.05, 0.24], [0.14, -0.01, -0.01], [-0.12, -0.16, 0.25], [0.10, -0.13, -0.14], [0.03, 0.14, -0.07], [-0.15, -0.05, 0.00], [-0.04, 0.04, 0.06], [0.02, 0.10, -0.08], [0.12, 0.03, 0.33], [-0.11, 0.00, -0.07], [-0.02, 0.02, -0.25], [-0.23, -0.19, 0.13], [0.08, 0.12, -0.02], [0.02, -0.03, -0.04], [0.02, 0.00, -0.04], [-0.02, -0.04, 0.00], [0.03, 0.06, 0.00], [-0.04, -0.04, -0.05], [0.03, 0.00, 0.13], [0.12, -0.08, -0.02], [-0.01, 0.00, 0.05], [-0.12, 0.19, -0.03], [-0.01, -0.09, -0.12], [-0.08, -0.11, 0.05], [-0.03, 0.16, 0.02], [0.09, 0.07, -0.04], [-0.05, -0.04, -0.01], [0.00, 0.04, 0.00], [0.17, -0.01, 0.04], [0.13, -0.02, -0.03], [-0.01, -0.06, -0.01], [-0.17, 0.09, 0.03], [-0.06, 0.00, 0.01], [0.00, 0.13, 0.02], [0.03, -0.05, -0.01], [0.10, 0.10, -0.07], [-0.14, -0.08, 0.03], [0.03, -0.02, 0.05]], "e_lumo_ev": -3.569, "homo_ha": -0.44373, "energy_ha": -9834.29378, "charge": 1, "spin_multiplicity": 1, "gap_ev": 8.506}